No. 1
Formula: C24H49NO5
Source: the Open Molecules 2025 dataset
Level of theory: wB97M-V/def2-TZVPD

Geometry as XYZ:
```
79
Properties=species:S:1:pos:R:3:forces:R:3
C 0.6110 -3.4748 -1.0000 -0.13 0.39 -0.31
C 1.1033 -2.2621 -0.0472 0.09 -0.40 -0.96
C 1.5530 -1.0577 -1.0512 -0.16 -0.31 0.58
C 1.1146 0.3978 -0.5256 0.42 0.53 -0.51
C 1.0652 1.5082 -1.7218 0.14 0.07 0.76
C -0.4520 1.7371 -2.2787 1.33 -0.81 -0.27
C -1.0462 0.3046 -2.6895 -0.71 0.66 0.09
C -2.4314 0.3645 -3.5154 1.06 -0.17 -0.85
C -2.9695 -1.1448 -3.6498 1.19 0.37 0.27
C -3.9868 -1.6167 -2.4970 1.20 -0.94 -0.17
O -5.1584 -2.0646 -3.2613 -1.35 2.59 3.17
C -6.2002 -1.2243 -2.7672 -3.55 -2.08 -0.95
O -7.4023 -1.5511 -2.8907 5.33 2.21 0.51
O -5.6902 -0.0493 -2.1025 0.56 -2.80 -0.01
C -4.5111 -0.5718 -1.4130 1.15 0.72 -0.76
O -4.9040 -1.0877 -0.0846 0.40 -0.78 -2.73
N -5.6096 -0.0350 0.4661 -2.04 -0.64 2.02
O -6.4230 -0.4738 1.2147 1.38 1.14 -0.88
H 0.6034 -4.5036 -0.5059 0.03 1.45 -0.55
H -0.4549 -3.2584 -1.3937 1.64 -0.33 0.62
H 1.2999 -3.5076 -1.9306 -1.06 -0.12 1.57
H 0.2456 -1.9148 0.6443 1.46 -0.60 -1.02
H 1.9945 -2.6509 0.5717 -1.45 0.83 -0.78
H 2.6972 -1.1169 -1.2118 -1.80 0.26 0.30
H 1.0838 -1.2994 -2.0724 0.61 0.62 1.54
H 1.8464 0.7661 0.2916 -1.13 -0.71 -1.30
H 0.0751 0.3963 -0.0483 1.38 -0.29 -0.56
H 1.7900 1.1931 -2.5699 -1.34 0.45 1.24
H 1.4978 2.4888 -1.2831 -0.86 -1.46 -0.87
H -1.0839 2.3016 -1.4946 0.92 -0.93 -1.34
H -0.3285 2.3384 -3.2461 -0.51 -0.54 1.44
H -0.2579 -0.1964 -3.3716 -1.36 0.57 1.22
H -1.2505 -0.3430 -1.7505 0.64 0.92 -1.45
H -2.1563 0.7530 -4.5725 -0.58 -0.62 1.67
H -3.1918 1.1125 -3.1014 1.02 -1.19 -0.40
H -2.0370 -1.8281 -3.5558 -1.47 1.12 -0.18
H -3.3741 -1.3582 -4.7124 0.15 0.39 2.06
H -3.5033 -2.4737 -1.9143 -1.00 0.84 -0.96
H -3.6900 0.1715 -1.1169 -1.60 -0.44 -1.21
C 2.2867 -4.1867 3.8153 0.09 0.08 0.16
C 1.5439 -5.4762 4.1311 -0.02 -0.06 -0.16
C 0.4142 -5.7808 3.1454 -0.07 -0.09 0.03
C -0.7185 -4.7497 3.0989 0.09 0.10 -0.01
C -1.4268 -4.4930 4.4303 -0.07 0.01 -0.13
C -2.1246 -5.7237 4.9923 -0.01 0.03 0.18
H 1.6341 -3.3134 3.8945 0.06 -0.03 -0.05
H 3.1131 -4.0471 4.5174 -0.04 0.07 -0.09
H 2.7064 -4.2142 2.8055 -0.05 0.03 0.03
H 1.1578 -5.4374 5.1540 -0.02 -0.02 -0.03
H 2.2592 -6.3048 4.1022 -0.08 0.01 0.05
H -0.0007 -6.7656 3.3823 -0.01 0.03 -0.03
H 0.8395 -5.8692 2.1379 -0.01 0.00 0.06
H -1.4596 -5.0857 2.3644 0.02 0.02 0.04
H -0.3302 -3.7983 2.7189 0.01 -0.05 -0.01
H -2.1773 -3.7101 4.2757 0.10 0.00 0.02
H -0.7221 -4.1000 5.1698 0.01 0.00 -0.05
H -2.8568 -6.1165 4.2819 0.05 -0.02 0.03
H -2.6537 -5.4681 5.9144 0.01 -0.09 -0.07
H -1.4130 -6.5179 5.2295 -0.06 0.00 -0.03
C 2.5635 8.4746 0.5158 0.14 0.11 0.06
C 2.8327 7.8881 -0.8626 -0.16 -0.04 -0.03
C 2.0044 6.6365 -1.1624 0.02 -0.02 -0.11
C 2.2582 5.4423 -0.2380 0.02 0.09 0.13
C 3.7056 4.9488 -0.1870 -0.12 -0.10 0.01
C 4.2210 4.4425 -1.5273 0.18 0.03 0.02
H 2.8471 7.7829 1.3132 -0.05 0.05 -0.03
H 3.1412 9.3926 0.6533 -0.07 -0.06 0.07
H 1.5054 8.7242 0.6353 0.05 -0.05 0.02
H 3.9004 7.6733 -0.9679 -0.03 -0.02 -0.03
H 2.5944 8.6467 -1.6155 0.06 -0.07 0.00
H 2.1838 6.3383 -2.2003 -0.01 -0.02 0.03
H 0.9399 6.8946 -1.1047 0.08 0.01 -0.01
H 1.6138 4.6159 -0.5588 0.03 0.04 0.02
H 1.9386 5.6943 0.7788 -0.01 0.00 -0.05
H 3.7648 4.1299 0.5383 0.00 0.09 0.01
H 4.3663 5.7372 0.1867 -0.06 -0.01 0.01
H 3.5935 3.6315 -1.9066 0.01 0.05 -0.03
H 5.2386 4.0577 -1.4173 -0.07 0.00 -0.09
H 4.2477 5.2379 -2.2756 -0.02 -0.06 0.00
```
Forces are in eV/Å.

Values from the calculation:
electronic energy: -1374.603492 Eh
total charge: 0
LUMO energy: -0.24 eV
structure (SMILES): CCCCCCCCC[C@@H]1OC(=O)O[C@H]1ON=O.CCCCCC.CCCCCC

These are the Mulliken partial charges, in e, on atoms 1 to 6: C -0.848; C -0.064; C -0.388; C -0.742; C 0.466; C -0.895

---

No. 2
Formula: C5H12N4
Source: the Open Molecules 2025 dataset
Level of theory: wB97M-V/def2-TZVPD

Geometry as XYZ:
```
21
Properties=species:S:1:pos:R:3:forces:R:3
C -1.5123 -0.8668 0.2192 0.09 0.01 -0.10
C -0.8387 0.2668 -0.5101 -0.47 0.59 0.57
C 0.0689 -1.1068 -2.1715 -0.06 0.31 0.26
C -1.3688 1.5821 -0.3925 -0.02 -0.69 -0.44
N -0.0169 0.0373 -1.6163 0.41 -0.31 -0.33
H -0.8068 -1.6528 0.4908 -0.01 -0.05 -0.01
H -2.3002 -1.3133 -0.3982 0.02 0.01 0.02
H -1.9661 -0.4966 1.1368 0.01 0.02 -0.04
H -0.4830 -1.9979 -1.8560 -0.05 0.08 0.06
H 0.7330 -1.2165 -3.0238 -0.03 0.03 -0.02
H -1.1585 2.2351 -1.2342 0.08 0.02 0.04
H -2.3956 1.6471 -0.0401 0.08 0.01 0.17
N 0.4238 1.8718 1.5117 -0.56 0.16 -0.30
N 2.1163 -1.1698 0.6428 0.01 -0.11 -0.05
C 1.7674 -0.0227 1.3091 -0.27 0.41 0.09
N 0.7391 0.6688 1.0178 0.21 -0.35 -0.47
H -0.6755 2.0433 0.6023 0.70 -0.08 0.52
H 1.0903 2.5626 1.1542 -0.08 -0.14 0.02
H 1.4993 -1.5005 -0.0808 0.00 0.05 0.07
H 2.6262 -1.8725 1.1502 -0.05 0.06 -0.02
H 2.4581 0.3013 2.0885 -0.03 -0.03 -0.04
```
Forces are in eV/Å.

Values from the calculation:
electronic energy: -416.584795 Eh
energy relative to the best compared isomer or geometry (same formula, charge and spin): 100.8 kcal per mole
total charge: 0
LUMO energy (alpha / beta): 0.26 / 0.26 eV

These are the Mulliken partial charges, in e, on atoms 1 to 6: C -1.478; C 1.094; C -0.489; C -1.298; N -0.392; H 0.292

---

No. 3
Formula: C27H81N3O15
Source: the Open Molecules 2025 dataset
Level of theory: wB97M-V/def2-TZVPD

Geometry as XYZ:
```
126
Properties=species:S:1:pos:R:3:forces:R:3
C 1.2124 -5.7941 -1.8059 0.63 1.32 -1.10
C 2.2299 -4.7451 -1.2541 0.31 -2.03 3.41
C 1.9714 -3.3341 -1.6408 -0.35 -1.27 -0.06
C 2.6677 -2.3089 -0.7758 -2.02 0.28 0.12
C 2.1126 -2.4295 0.6762 -1.13 -0.93 -1.74
C 2.4902 -3.8296 1.1973 -0.21 0.00 0.00
N 1.9264 -4.8084 0.2544 0.50 -0.83 -0.75
O 2.3148 -6.1206 0.7001 -0.82 0.41 -0.10
C 4.0177 -3.9700 1.3801 0.63 -0.89 -0.17
C 1.8878 -4.1971 2.5686 -0.39 1.29 -0.15
C 3.6932 -5.2139 -1.6229 -2.80 -1.04 -0.91
H 1.3360 -5.7021 -2.8882 -0.18 -0.38 -0.25
H 0.1459 -5.5497 -1.6036 0.87 -0.21 0.32
H 1.5171 -6.7951 -1.5064 -0.35 0.10 0.10
H 2.2793 -3.2809 -2.6481 0.53 0.51 -1.45
H 0.8907 -3.3091 -1.6993 -0.46 0.93 0.43
H 2.3537 -1.4081 -1.3117 0.51 0.63 0.75
H 3.7244 -2.4454 -0.8368 0.78 0.14 -0.02
H 1.0030 -2.2239 0.6000 1.02 -0.60 0.35
H 2.4966 -1.7315 1.3567 0.77 1.28 0.85
H 4.5185 -3.3756 2.1560 -0.73 0.07 0.05
H 4.0841 -5.0204 1.6999 0.69 0.33 0.12
H 4.6714 -3.8579 0.5016 -0.59 0.04 0.11
H 2.2955 -3.4223 3.2031 -0.25 0.35 0.68
H 0.7766 -4.1739 2.5984 0.85 -0.06 -0.15
H 2.2610 -5.1240 2.9753 -0.01 -0.40 -0.25
H 3.9190 -6.2631 -1.3683 -0.29 0.37 -0.29
H 4.5023 -4.6306 -1.3566 1.37 1.49 0.88
H 3.5723 -5.0884 -2.6896 0.65 -0.59 -0.65
H 3.2543 -6.1547 0.5229 0.51 -0.29 -0.06
C 1.6739 2.8725 -2.4934 -1.01 0.87 -1.48
C 0.6484 2.3123 -3.5364 -0.97 0.79 0.69
C 1.2775 1.1545 -4.2147 0.79 -0.66 -0.04
C 0.3839 0.3106 -5.1001 1.14 -0.22 -0.03
C -0.6981 -0.2173 -4.2521 -1.09 -1.32 0.58
C -1.4443 0.7739 -3.3311 1.20 0.33 -1.75
N -0.4495 1.7490 -2.7220 -1.04 -1.52 -0.84
O -1.2433 2.8173 -2.3453 -0.57 1.31 1.91
C -2.5858 1.3470 -4.2240 -0.08 -0.11 0.45
C -2.1285 -0.0132 -2.2590 -0.34 0.81 0.16
C 0.1705 3.4005 -4.5304 1.05 0.40 1.57
H 1.4587 3.8784 -2.1511 -0.51 0.23 0.01
H 2.6117 2.9878 -3.0067 0.78 -0.39 0.11
H 1.6637 2.2589 -1.6239 0.54 -0.69 0.48
H 2.0420 1.5374 -4.8517 1.10 0.27 -0.19
H 1.7208 0.5915 -3.3727 0.07 -0.39 -0.65
H 1.0103 -0.5281 -5.5295 -0.82 0.90 0.23
H -0.0112 0.9223 -5.8960 0.00 0.21 -0.53
H -0.2663 -1.0050 -3.6534 0.29 -0.28 0.65
H -1.4628 -0.7622 -4.8235 0.14 0.20 -0.04
H -2.2477 1.9588 -5.0405 0.25 -0.08 -0.55
H -3.0798 0.4367 -4.5890 -0.07 0.50 -0.24
H -3.3593 1.9480 -3.7398 0.25 -0.11 0.44
H -2.8472 0.6925 -1.8306 0.17 -0.37 0.76
H -2.7330 -0.7501 -2.7695 -0.05 -0.58 0.16
H -1.4222 -0.4602 -1.5511 -0.36 0.02 -0.04
H -0.7771 3.2043 -4.9578 -0.63 -0.39 -0.72
H 0.9631 3.5402 -5.2388 0.20 -0.01 -0.83
H 0.0671 4.3648 -4.0303 -0.05 -0.10 0.16
H -0.9375 2.9897 -1.4169 -0.49 0.38 -0.41
C -3.9447 -1.6129 0.4673 0.42 -2.91 0.18
C -3.5244 -0.8586 1.7005 -0.59 1.15 1.22
C -4.5242 -1.0123 2.8834 -0.53 -0.09 0.04
C -4.0282 -0.4317 4.2534 0.78 -0.60 -1.83
C -2.7324 -1.1248 4.6377 -0.43 -1.45 -0.57
C -1.6905 -0.9598 3.4915 -0.13 -0.56 0.11
N -2.3176 -1.4289 2.2035 1.92 -0.80 0.39
O -1.3251 -1.5894 1.1279 -1.00 0.66 1.18
C -1.1353 0.4881 3.5951 0.86 0.49 -0.50
C -0.5558 -1.9571 3.7255 0.36 0.63 0.80
C -3.3588 0.6237 1.3120 1.05 0.21 -1.33
H -3.2603 -1.3798 -0.3509 -0.88 0.35 -0.26
H -5.0114 -1.5545 0.3584 -0.47 0.83 -0.86
H -3.8345 -2.7627 0.5262 0.23 1.63 0.59
H -5.5001 -0.5330 2.6522 0.58 -0.18 -0.16
H -4.7203 -2.1019 2.9453 0.08 0.46 0.31
H -4.8081 -0.5644 4.9663 -0.51 0.09 0.71
H -3.7968 0.6167 4.0987 -0.40 0.35 0.19
H -2.9753 -2.1996 4.8927 0.47 0.82 -0.70
H -2.2595 -0.7601 5.5319 0.08 0.55 0.48
H -0.3056 0.5922 4.3195 -0.46 -0.51 0.01
H -0.6579 0.7913 2.6657 0.03 -0.12 -0.41
H -1.8124 1.3144 3.8331 -0.33 -0.49 0.05
H -0.9436 -2.9777 3.7386 0.20 0.11 -0.15
H 0.2795 -1.8257 3.0510 -0.18 -0.19 -0.69
H -0.0692 -1.7200 4.6759 -0.37 -0.22 0.37
H -2.5075 0.6453 0.5473 -1.01 0.31 0.83
H -3.0757 1.3194 2.1179 -0.39 -0.41 -0.29
H -4.2424 0.9893 0.7662 0.23 0.00 0.31
H -1.2260 -0.7010 0.7461 0.49 -0.07 0.07
O -0.6404 3.4081 0.2664 -1.45 -0.54 1.16
H -1.5555 3.7078 0.6406 0.88 0.03 -0.74
H -0.6343 2.4615 0.5499 0.63 0.58 -0.38
O 0.7347 4.8769 2.5273 1.50 1.44 0.45
H 1.2125 4.3361 3.1650 0.05 -0.32 0.04
H 0.0680 4.3659 2.1206 -1.17 -1.23 -0.75
O -1.0497 -4.7397 0.8741 -0.79 0.24 0.19
H -1.1984 -3.8027 1.0681 -0.04 -0.06 -0.09
H -0.1271 -4.7916 0.6259 0.80 -0.07 -0.17
O -3.0390 4.2972 1.0223 -0.69 -0.18 -0.94
H -2.9800 5.2460 1.2247 0.13 0.28 0.24
H -3.6070 4.2701 0.2045 0.55 -0.17 0.88
O -0.1645 6.4650 -0.1341 0.66 -1.26 -0.32
H 0.0344 5.5049 -0.3133 -0.41 1.15 0.32
H 0.6399 6.7920 0.2910 -0.19 -0.05 0.00
O 2.9521 2.8120 3.8587 -0.12 -0.92 -0.78
H 2.4364 2.0632 4.1925 0.01 0.32 0.33
H 3.2070 2.4283 2.9835 -0.19 0.74 0.34
O -4.2045 3.7068 -1.4349 0.53 -0.60 -0.64
H -4.7848 3.7598 -2.2053 0.02 0.12 0.27
H -3.4247 3.2072 -1.7655 -0.35 0.40 0.23
O 0.4070 0.7164 0.0665 -0.10 -0.30 1.59
H 0.2398 0.7700 -0.8618 0.02 0.33 -1.51
H 1.3536 0.8411 0.2419 -0.07 0.14 -0.04
O -2.4229 6.9621 1.3511 -0.53 0.25 0.60
H -1.5981 6.8026 0.8733 0.48 0.08 -0.17
H -2.1984 7.4089 2.1814 -0.02 -0.27 -0.40
O 2.9866 4.6279 0.4657 -1.51 -0.21 0.78
H 3.2335 5.5042 0.1666 -0.01 0.09 0.01
H 2.1451 4.7220 1.0154 1.31 0.08 -0.59
O 5.5666 0.1889 0.7380 0.02 -0.10 1.71
H 6.1424 -0.0541 0.0337 0.50 -0.18 -1.16
H 6.0922 -0.0763 1.5224 -0.64 0.32 -0.47
O 3.0315 1.8585 1.0656 -0.89 -0.01 0.21
H 3.8356 1.3241 1.0424 0.30 0.49 -0.67
H 3.0505 2.6994 0.5548 0.78 -0.66 0.34
```
Forces are in eV/Å.

Values from the calculation:
electronic energy: -2370.089379 Eh
energy relative to the best compared isomer or geometry (same formula, charge and spin): 0.0 kcal per mole
total charge: 0
LUMO energy: -0.07 eV

These are the Mulliken partial charges, in e, on atoms 1 to 6: C -1.779; C 1.756; C -1.847; C 0.283; C -1.123; C 2.217

---

No. 4
Formula: C4H7NS
Source: the Open Molecules 2025 dataset
Level of theory: wB97M-V/def2-TZVPD

Geometry as XYZ:
```
13
Properties=species:S:1:pos:R:3:forces:R:3
C -0.2760 -1.1309 -1.4122 -0.82 0.46 0.08
C -0.9301 0.4830 0.6431 -0.68 2.76 -0.16
C 0.3915 0.9495 1.2839 -0.74 1.59 -1.30
C 1.0889 0.2486 0.1018 -1.58 0.90 1.66
H -0.6209 -0.6912 -2.4468 -0.20 -1.17 2.23
H 0.7336 -1.4585 -1.6242 0.37 0.04 0.12
H -0.7579 -2.0345 -0.8910 -0.06 1.33 -1.52
H -1.4726 1.3672 0.2335 -0.12 -0.59 0.37
H -1.6068 -0.0977 1.2176 -0.41 -1.01 0.43
H 0.3896 2.0579 1.3109 0.70 -0.73 0.29
H 0.5737 0.4663 2.1853 0.62 -0.47 1.77
N -0.1390 -0.0853 -0.3596 2.42 -2.94 -3.46
S 2.6262 -0.0745 -0.2423 0.52 -0.17 -0.52
```
Forces are in eV/Å.

Values from the calculation:
electronic energy: -609.497172 Eh
energy relative to the best compared isomer or geometry (same formula, charge and spin): 38.5 kcal per mole
total charge: 0
LUMO energy: 0.83 eV
structure (SMILES): CN1CCC1=S

These are the Mulliken partial charges, in e, on atoms 1 to 6: C -0.751; C -0.538; C -0.520; C 0.210; H 0.261; H 0.235